Entry 1:
This record from the OMol25 dataset describes a structure of composition C29H35Cl36N3O4P2. The level of theory is the ωB97M-V functional and the def2-TZVPD basis.

## Properties
Gap between HOMO and LUMO: 6.7 eV
LUMO level: -0.951 eV
2S+1: 1
HOMO level: -7.63 eV
Total energy: -512680.9456 eV
Max |F|: 4.46 eV Å⁻¹

Element x y z (Å)
C -2.32737 3.09128 -3.67861
C -2.07591 1.72363 -2.95596
O -1.89915 1.74461 -1.77069
O -2.01774 0.47255 -3.62949
C -0.73475 0.31627 -4.22901
O -0.50270 0.98962 -5.19825
C 0.31385 -0.71506 -3.70341
C 1.35986 -0.07965 -2.70146
N 0.83435 0.35970 -1.53035
C 1.75567 0.93761 -0.67263
C 1.19431 1.48258 0.62567
P -0.63883 1.28002 0.93098
C -1.13834 -0.52617 0.58941
O -1.05159 1.46592 2.57985
C 2.07512 2.15953 1.57047
C 1.67605 2.82875 2.91911
C 1.09849 4.31726 2.76338
C -0.27251 4.39618 1.99762
C 2.13054 5.19275 1.91295
C 3.54690 2.25188 1.18521
C 4.08429 1.72371 -0.03779
C 3.17604 1.03719 -1.03488
N 3.78518 0.56868 -2.18939
C 2.81736 0.02294 -2.98350
P 3.43986 -0.67143 -4.63064
N 3.23763 0.45206 -5.73096
H -3.17596 3.04285 -4.41629
H -2.53036 3.86044 -2.89116
H -1.36606 3.36880 -4.18949
H 0.79032 -1.20501 -4.58426
H -0.18083 -1.54432 -3.11369
H -1.67228 -0.49167 -0.40643
H -1.86975 -0.87893 1.36497
H -0.25108 -1.19210 0.49278
H -0.63726 0.71102 3.05108
H 2.64640 2.97978 3.48904
H 1.05106 2.19150 3.59639
H 1.06767 4.79972 3.77728
H -0.51194 5.49937 1.88369
H -0.12681 4.01161 0.95453
H -1.14515 3.95193 2.53811
H 2.30619 4.73568 0.89212
H 1.66014 6.19755 1.69659
H 3.12829 5.29518 2.41584
H 4.25021 2.75085 1.89077
H 5.16959 1.82594 -0.27961
H 2.73443 -1.88471 -4.95729
H 4.80522 -1.05285 -4.43015
H 2.62269 0.12267 -6.48304
C -4.00699 6.38728 2.65589
Cl -3.94527 5.30225 4.05169
Cl -2.79892 7.67169 2.81319
Cl -3.76618 5.48173 1.15835
H -4.98623 6.84616 2.62571
C 0.87691 -3.84738 1.93245
Cl 0.92206 -2.17030 2.49696
Cl 0.24366 -4.90755 3.19366
Cl -0.09010 -3.98879 0.45922
H 1.89241 -4.15663 1.70516
C 1.21849 -8.66368 2.62854
Cl 1.68978 -10.27382 2.07377
Cl 1.77571 -8.38662 4.28296
Cl 1.85661 -7.42253 1.54464
H 0.13457 -8.60215 2.61816
C 3.61665 -3.85753 4.89362
Cl 3.67929 -4.93747 6.28814
Cl 4.79135 -2.54828 5.06305
Cl 3.90114 -4.76010 3.39965
H 2.62295 -3.42059 4.84400
C -6.41789 4.56254 -4.36644
Cl -5.69602 4.31811 -2.77199
Cl -7.59847 5.87641 -4.31994
Cl -5.16830 4.89287 -5.57387
H -6.93363 3.65059 -4.65069
C -4.94994 9.12148 -0.29897
Cl -5.84629 7.95748 0.68817
Cl -3.62111 8.32602 -1.14747
Cl -6.02906 9.92263 -1.44581
H -4.53131 9.87551 0.36046
C -5.24466 1.72134 0.96825
Cl -3.55765 1.39707 1.38021
Cl -5.53224 3.46400 0.89083
Cl -5.67253 0.95162 -0.56800
H -5.87440 1.30169 1.74696
C 1.43273 -5.21842 9.51539
Cl 2.46396 -6.63970 9.31510
Cl 0.83572 -4.66177 7.94834
Cl 0.08685 -5.57428 10.60415
H 2.02744 -4.42429 9.95606
C -1.18029 1.89776 -8.55050
Cl -2.34987 0.61469 -8.89565
Cl 0.43686 1.42284 -9.08174
Cl -1.67058 3.40864 -9.32610
H -1.15490 2.05654 -7.47602
C 6.00464 -8.09058 0.26253
Cl 7.15280 -9.00647 1.24481
Cl 5.07560 -9.17404 -0.78034
Cl 4.92415 -7.14240 1.29088
H 6.56431 -7.40664 -0.36782
C 4.06007 -10.49990 10.32781
Cl 4.38414 -10.34384 8.59711
Cl 4.64300 -9.07747 11.19974
Cl 2.33368 -10.74238 10.61735
H 4.59371 -11.36961 10.69805
C -4.04671 -0.18938 -12.16727
Cl -5.21765 -1.46949 -12.50936
Cl -2.43062 -0.66544 -12.69883
Cl -4.53567 1.32302 -12.93957
H -4.01911 -0.03016 -11.09406

Forces on atoms 1 to 2 (eV/Å):
C 0.1407 -0.7729 -0.4294
C -0.1510 1.7484 1.2424

Atom charges from the Mulliken analysis, given in e for atoms 1 to 99: atom 1 (C): -0.655, atom 2 (C): 0.499, atom 3 (O): -0.394, atom 4 (O): -0.354, atom 5 (C): 0.470, atom 6 (O): -0.470, atom 7 (C): -0.593, atom 8 (C): -0.045, atom 9 (N): -0.031, atom 10 (C): -0.721, atom 11 (C): 1.048, atom 12 (P): 1.319, atom 13 (C): -0.451, atom 14 (O): -0.550, atom 15 (C): -0.449, atom 16 (C): -1.262, atom 17 (C): 0.620, atom 18 (C): -0.877, atom 19 (C): -1.313, atom 20 (C): -0.558, atom 21 (C): -0.705, atom 22 (C): 0.235, atom 23 (N): -0.556, atom 24 (C): 0.197, atom 25 (P): 0.193, atom 26 (N): -0.633, atom 27 (H): 0.106, atom 28 (H): 0.304, atom 29 (H): 0.223, atom 30 (H): 0.415, atom 31 (H): 0.292, atom 32 (H): 0.300, atom 33 (H): 0.478, atom 34 (H): -0.171, atom 35 (H): 0.289, atom 36 (H): 0.532, atom 37 (H): 0.247, atom 38 (H): 0.368, atom 39 (H): 0.326, atom 40 (H): 0.039, atom 41 (H): 0.151, atom 42 (H): 0.244, atom 43 (H): 0.406, atom 44 (H): 0.324, atom 45 (H): 0.291, atom 46 (H): 0.409, atom 47 (H): 0.118, atom 48 (H): 0.105, atom 49 (H): 0.237, atom 50 (C): -0.180, atom 51 (Cl): -0.132, atom 52 (Cl): -0.126, atom 53 (Cl): 0.123, atom 54 (H): 0.340, atom 55 (C): 0.114, atom 56 (Cl): -0.050, atom 57 (Cl): -0.082, atom 58 (Cl): -0.143, atom 59 (H): 0.154, atom 60 (C): -0.049, atom 61 (Cl): -0.126, atom 62 (Cl): -0.092, atom 63 (Cl): -0.061, atom 64 (H): 0.331, atom 65 (C): 0.200, atom 66 (Cl): -0.071, atom 67 (Cl): -0.138, atom 68 (Cl): -0.018, atom 69 (H): 0.057, atom 70 (C): -0.055, atom 71 (Cl): -0.009, atom 72 (Cl): -0.129, atom 73 (Cl): -0.121, atom 74 (H): 0.316, atom 75 (C): 0.055, atom 76 (Cl): -0.115, atom 77 (Cl): -0.099, atom 78 (Cl): -0.124, atom 79 (H): 0.272, atom 80 (C): -0.198, atom 81 (Cl): -0.003, atom 82 (Cl): -0.071, atom 83 (Cl): -0.136, atom 84 (H): 0.371, atom 85 (C): -0.018, atom 86 (Cl): -0.071, atom 87 (Cl): -0.080, atom 88 (Cl): -0.132, atom 89 (H): 0.301, atom 90 (C): 0.443, atom 91 (Cl): -0.136, atom 92 (Cl): -0.136, atom 93 (Cl): -0.136, atom 94 (H): -0.018, atom 95 (C): -0.047, atom 96 (Cl): -0.125, atom 97 (Cl): -0.124, atom 98 (Cl): -0.018, atom 99 (H): 0.299

---

Entry 2:
This record from the OMol25 dataset describes a cluster of 3 separate species, C29H35ClN7O5PS in total. The level of theory is the ωB97M-V functional and the def2-TZVPD basis.

## Properties
Gap between HOMO and LUMO: 8.5 eV
LUMO level: -0.210 eV
SMILES string: CCN(CCc1cc(P(O)Cl)c2c(c1N=C(C)C)C(=O)N(CCSc1nnco1)C2=O)C(C)=O.c1cc[nH]c1.c1cc[nH]c1
2S+1: 1
HOMO level: -8.66 eV
Total energy: -83954.5618 eV
Max |F|: 1.80 eV Å⁻¹

Element x y z (Å)
C 1.69103 -0.82957 1.25029
C 1.11509 0.54610 1.57791
N 1.08703 1.41440 0.37454
C 0.91393 2.82512 0.74417
C -0.36656 3.08681 1.53261
C -1.62677 2.38039 1.07947
C -2.51879 1.99352 2.07845
C -3.74299 1.35848 1.83202
P -4.92306 0.82944 3.12381
O -3.89436 0.29844 4.28352
Cl -5.54441 2.70245 3.82249
C -4.07453 1.13338 0.50564
C -3.20076 1.49870 -0.51836
C -1.97596 2.12369 -0.26832
N -1.15762 2.51426 -1.32696
C -0.83141 1.69024 -2.24577
C -0.47068 2.24623 -3.58442
C -0.71272 0.21102 -2.11307
C -3.86092 1.09831 -1.80848
O -3.72496 1.52941 -2.90444
N -4.79638 0.06207 -1.44019
C -4.12602 -1.24021 -1.21713
C -4.44122 -2.27209 -2.28655
S -3.78499 -3.87645 -1.73141
C -2.08497 -3.59646 -1.91833
N -1.25305 -3.02697 -1.10032
N -0.01383 -3.06151 -1.68425
C -0.17282 -3.63352 -2.83535
O -1.44130 -3.99893 -3.05510
C -5.28413 0.48600 -0.13879
O -6.38042 0.34178 0.26656
C 2.35002 1.33379 -0.32298
C 3.62961 1.68220 0.39332
O 2.38651 0.99947 -1.47080
H 2.77571 -0.82878 1.36054
H 1.29365 -1.59435 1.91055
H 1.45954 -1.13408 0.23268
H 1.64872 1.02202 2.40676
H 0.07331 0.37609 1.84182
H 0.88076 3.41831 -0.16869
H 1.74837 3.22910 1.33103
H -0.17244 2.75291 2.55214
H -0.56261 4.15572 1.60633
H -2.24567 2.20012 3.10836
H -2.97236 0.39213 4.00928
H 0.30864 1.65566 -4.05864
H -0.16994 3.28261 -3.46717
H -1.37085 2.21900 -4.19691
H -1.24543 -0.21496 -1.26832
H 0.32962 -0.08702 -2.05500
H -1.12310 -0.24709 -3.01901
H -4.47504 -1.64334 -0.26704
H -3.04320 -1.15246 -1.13749
H -5.50711 -2.42268 -2.42346
H -3.98232 -2.00137 -3.23297
H 0.59198 -3.82748 -3.56315
H 4.47977 1.23752 -0.11007
H 3.63649 1.36224 1.43363
H 3.78101 2.76048 0.38623
N 3.81521 -4.22733 -3.92457
C 4.59671 -4.94333 -3.06029
C 4.36813 -6.27344 -3.28965
C 3.41237 -6.36511 -4.33728
C 3.09303 -5.08707 -4.70941
H 3.77794 -3.22615 -3.97508
H 5.24498 -4.44712 -2.35902
H 4.83397 -7.09091 -2.76600
H 3.00788 -7.26558 -4.76771
H 2.41769 -4.71628 -5.46226
N 3.17556 1.78987 5.21114
C 3.07341 2.96613 4.51766
C 2.65559 3.93419 5.39058
C 2.50367 3.31859 6.66277
C 2.83347 1.99793 6.51957
H 3.45775 0.90989 4.82146
H 3.30543 3.01267 3.46673
H 2.47934 4.96832 5.14658
H 2.18901 3.79247 7.57703
H 2.85372 1.19194 7.23257

Forces on atoms 1 to 2 (eV/Å):
C 0.3549 0.1169 0.1092
C -0.4032 -0.4968 -0.6892

Partial atomic charges computed with the Mulliken method, in multiples of e: atom 1 (C): -1.384, atom 2 (C): -0.280, atom 3 (N): 1.144, atom 4 (C): -1.275, atom 5 (C): -1.452, atom 6 (C): 0.359, atom 7 (C): -0.072, atom 8 (C): -0.271, atom 9 (P): 0.122, atom 10 (O): -0.493, atom 11 (Cl): -0.273, atom 12 (C): 0.149, atom 13 (C): 0.990, atom 14 (C): -0.099, atom 15 (N): -0.581, atom 16 (C): 0.898, atom 17 (C): -1.715, atom 18 (C): -0.913, atom 19 (C): 0.259, atom 20 (O): -0.524, atom 21 (N): 0.012, atom 22 (C): -0.052, atom 23 (C): -0.781, atom 24 (S): -0.215, atom 25 (C): 0.468, atom 26 (N): -0.253, atom 27 (N): -0.247, atom 28 (C): 0.024, atom 29 (O): -0.284, atom 30 (C): -0.443, atom 31 (O): -0.489, atom 32 (C): 0.314, atom 33 (C): -1.463, atom 34 (O): -0.524, atom 35 (H): 0.335, atom 36 (H): 0.454, atom 37 (H): 0.301, atom 38 (H): 0.037, atom 39 (H): 0.337, atom 40 (H): 0.525, atom 41 (H): 0.512, atom 42 (H): 0.449, atom 43 (H): 0.561, atom 44 (H): 0.762, atom 45 (H): 0.392, atom 46 (H): 0.381, atom 47 (H): 0.421, atom 48 (H): 0.320, atom 49 (H): -0.285, atom 50 (H): 0.659, atom 51 (H): 0.596, atom 52 (H): 0.512, atom 53 (H): -0.021, atom 54 (H): 0.412, atom 55 (H): 0.326, atom 56 (H): 0.382, atom 57 (H): 0.399, atom 58 (H): 0.249, atom 59 (H): 0.342, atom 60 (N): 0.040, atom 61 (C): -0.525, atom 62 (C): -0.372, atom 63 (C): -0.367, atom 64 (C): -0.648, atom 65 (H): 0.203, atom 66 (H): 0.384, atom 67 (H): 0.394, atom 68 (H): 0.421, atom 69 (H): 0.468, atom 70 (N): 0.021, atom 71 (C): -0.335, atom 72 (C): -0.600, atom 73 (C): -0.403, atom 74 (C): -0.541, atom 75 (H): 0.221, atom 76 (H): 0.403, atom 77 (H): 0.429, atom 78 (H): 0.401, atom 79 (H): 0.395

---

Entry 3:
This record from the OMol25 dataset describes a structure of composition C29H35F3FeN4O2P2. The level of theory is the ωB97M-V functional and the def2-TZVPD basis.

## Properties
Gap between HOMO and LUMO (alpha / beta): 5.7 / 7.5 eV
LUMO level (alpha / beta): -0.363 / -0.478 eV
Energy above the lowest of the compared OMol25 structures with the same formula, charge and spin: 135.3 kcal/mol
2S+1: 5
HOMO level (alpha / beta): -6.07 / -7.94 eV
Total energy: -101804.8591 eV
Max |F|: 4.43 eV Å⁻¹

Element x y z (Å)
Fe -0.01163 -1.65838 -1.38688
C 0.98259 -0.81277 -4.29386
C 1.54504 0.30062 -3.79336
C 0.98015 1.68289 -3.82925
C -0.54201 1.85133 -3.78396
C -1.22741 0.96787 -2.76984
C -1.34234 -0.44858 -2.77594
C -1.54969 -1.03874 -4.10759
C -0.26474 -0.84931 -5.05315
C -0.94911 -1.02207 1.79847
H 1.55046 -1.74773 -4.30861
H 2.62374 0.31160 -3.62651
H 1.32432 2.14952 -4.75693
H 1.44469 2.32312 -3.06704
H -0.75725 2.90467 -3.51032
H -0.98459 1.74989 -4.79224
H -2.04138 1.58930 -2.28434
H -1.84465 -0.99431 -1.97042
H -2.40143 -0.59812 -4.63666
H -1.71890 -2.12873 -4.04592
H -0.21718 -1.72622 -5.72340
H -0.42174 0.00539 -5.75742
H -0.45254 -1.83066 1.08554
H -1.76586 -1.61689 2.19979
H -0.24901 -0.93385 2.68732
P -1.59765 0.39496 0.95617
P 1.34660 0.28632 1.25408
N -3.20210 -0.06431 0.36191
N -2.16609 1.61201 2.22845
N 1.61835 -0.94234 0.06894
N 2.98425 0.52526 1.75972
C -0.65854 1.57169 -0.08458
C 0.84619 1.64695 0.21611
C -3.72230 -1.35634 0.38896
C -4.89365 -1.40717 -0.33586
C -5.13404 -0.11521 -0.87580
C -4.08742 0.68125 -0.43463
C -2.92570 1.20269 3.34165
C -3.39799 2.36069 3.99589
C -2.92881 3.49858 3.27285
C -2.20042 3.00248 2.21363
C 1.29517 -2.32968 0.22764
C 1.68779 -2.99136 -0.94223
C 2.43189 -2.07777 -1.73812
C 2.30205 -0.82929 -1.12877
C 4.18140 0.43219 1.03831
C 5.24116 0.72101 1.87243
C 4.71365 0.96742 3.17927
C 3.32639 0.84608 3.08956
H -1.10245 2.57146 -0.12207
H -0.68959 1.24750 -1.14526
H 1.44788 1.59678 -0.71763
H 1.08953 2.61658 0.70361
H -3.17578 -2.11906 0.92175
H -5.51417 -2.27315 -0.48828
H -5.96245 0.20148 -1.53257
H -3.88325 1.73606 -0.55729
H -3.08896 0.15283 3.57241
H -4.00696 2.38145 4.88225
H -3.11081 4.53986 3.50023
H -1.68344 3.53762 1.45101
H 1.29906 -2.71016 1.24696
H 1.58320 -4.04683 -1.12865
H 2.91478 -2.27095 -2.66652
H 2.83446 0.07904 -1.35372
H 4.18544 0.09594 0.02964
H 6.25576 0.79074 1.52042
H 5.29646 1.21182 4.04940
H 2.53869 0.88675 3.82566
F 3.59791 -1.41692 5.23502
C 2.70544 -2.45362 5.08060
F 3.43772 -3.59357 4.88454
F 2.06381 -2.61104 6.27217
C 1.63031 -2.15302 3.96253
O 1.22609 -0.96454 3.98080
O 1.34158 -3.09904 3.16991

Forces on atoms 1 to 2 (eV/Å):
Fe 0.3086 0.7660 -0.8873
C 1.6428 1.0139 -0.1921

Partial atomic charges computed with the Mulliken method, in multiples of e: atom 1 (Fe): 0.200, atom 2 (C): -0.424, atom 3 (C): -0.506, atom 4 (C): -0.837, atom 5 (C): -1.202, atom 6 (C): 0.196, atom 7 (C): -0.732, atom 8 (C): -1.440, atom 9 (C): -0.791, atom 10 (C): -1.943, atom 11 (H): 0.403, atom 12 (H): 0.875, atom 13 (H): 0.449, atom 14 (H): 0.314, atom 15 (H): 0.400, atom 16 (H): 0.441, atom 17 (H): 0.357, atom 18 (H): 1.358, atom 19 (H): 0.321, atom 20 (H): 0.314, atom 21 (H): 0.467, atom 22 (H): 0.312, atom 23 (H): 0.585, atom 24 (H): 0.801, atom 25 (H): 0.710, atom 26 (P): 0.785, atom 27 (P): -0.759, atom 28 (N): 0.748, atom 29 (N): 0.555, atom 30 (N): 0.472, atom 31 (N): 0.689, atom 32 (C): 1.812, atom 33 (C): -1.099, atom 34 (C): -0.510, atom 35 (C): -0.705, atom 36 (C): -0.740, atom 37 (C): -0.396, atom 38 (C): -0.629, atom 39 (C): -0.649, atom 40 (C): -0.616, atom 41 (C): -0.469, atom 42 (C): -0.675, atom 43 (C): -1.194, atom 44 (C): -1.320, atom 45 (C): 0.056, atom 46 (C): -0.391, atom 47 (C): -0.587, atom 48 (C): -0.895, atom 49 (C): -0.320, atom 50 (H): 1.222, atom 51 (H): -3.149, atom 52 (H): 0.448, atom 53 (H): 0.394, atom 54 (H): 0.376, atom 55 (H): 0.472, atom 56 (H): 0.409, atom 57 (H): 0.502, atom 58 (H): 0.365, atom 59 (H): 0.441, atom 60 (H): 0.452, atom 61 (H): 0.411, atom 62 (H): 0.731, atom 63 (H): 0.592, atom 64 (H): 0.800, atom 65 (H): 0.858, atom 66 (H): 0.520, atom 67 (H): 0.449, atom 68 (H): 0.461, atom 69 (H): 0.465, atom 70 (F): -0.227, atom 71 (C): 0.717, atom 72 (F): -0.273, atom 73 (F): -0.280, atom 74 (C): 0.648, atom 75 (O): -0.778, atom 76 (O): -0.812

---

Among the records above, which one has the lowest max |F|?
C29H35ClN7O5PS

---

Which of these has the highest total energy?
C29H35ClN7O5PS